# H4N2O3Si

H4N2O3Si in the gas phase at a distorted geometry (ωB97M-V with the def2-TZVPD basis set, OMol25).

Results
LUMO energy   0.322 eV
Kohn-Sham gap   10.8 eV
SMILES   N[Si@H](O)[N+](=O)[O-]
Electronic energy   -627.1068 Eh
F_max   3.26 eV/Å
Energy relative to the best compared isomer or geometry (same formula, charge and spin)   30.86 kJ/mol

XYZ file:
```
10
H4N2O3Si, DFT ωB97M-V with the def2-TZVPD basis set
N 0.7167 1.4442 -0.3864
Si 0.3023 -0.1532 0.2875
O 1.0529 -1.2374 -0.6134
N -1.5252 -0.3434 -0.1382
O -1.9153 -0.1885 -1.2834
O -2.2525 -0.6515 0.7895
H 1.5994 1.6252 -0.0252
H 0.2384 2.3035 0.0332
H 0.5561 -0.6596 1.6432
H 1.2272 -2.1392 -0.3068
```

Results of the Löwdin charge analysis, in e, for atoms 1 through 8: atom 1 (N): -0.0417, atom 2 (Si): 0.4890, atom 3 (O): -0.1406, atom 4 (N): -0.4568, atom 5 (O): 0.0229, atom 6 (O): -0.0139, atom 7 (H): -0.0244, atom 8 (H): 0.0784


# H4N2OS2

A molecular structure, H4N2OS2 at a distorted geometry (ωB97M-V with the def2-TZVPD basis set, OMol25).

Results
LUMO energy (spin up / spin down)   -0.089 / -0.393 eV
Kohn-Sham gap (spin up / spin down)   7.4 / 6.6 eV
Electronic energy   -983.4229 Eh
F_max   4.05 eV/Å
Energy relative to the best compared isomer or geometry (same formula, charge and spin)   136.84 kJ/mol

XYZ file:
```
9
H4N2OS2, DFT ωB97M-V with the def2-TZVPD basis set
N 1.8590 0.5287 -0.1128
N -2.1460 0.1639 -0.0632
O 0.2876 -1.5484 0.0185
S 1.5218 -0.9956 0.6414
S -1.5766 -0.9328 0.9232
H 2.5767 0.9979 0.4814
H 2.2995 0.5440 -1.0985
H -2.9332 0.0321 -0.7273
H -1.8889 1.2101 -0.0625
```

Results of the Löwdin charge analysis, in e, for atoms 1 through 8: atom 1 (N): -0.3510, atom 2 (N): -0.4932, atom 3 (O): -0.8455, atom 4 (S): 0.6945, atom 5 (S): 0.7672, atom 6 (H): 0.0194, atom 7 (H): 0.0584, atom 8 (H): 0.0569


# H4N3OPS

H4N3OPS in the gas phase at a distorted geometry (ωB97M-V with the def2-TZVPD basis set, OMol25).

Results
LUMO energy   -0.185 eV
Kohn-Sham gap   8.4 eV
Electronic energy   -981.3822 Eh
F_max   8.30 eV/Å
Energy relative to the best compared isomer or geometry (same formula, charge and spin)   266.29 kJ/mol

XYZ file:
```
10
H4N3OPS, DFT ωB97M-V with the def2-TZVPD basis set
N -0.8756 -0.2604 1.0843
N -0.8529 -0.1696 -1.2682
N 1.4148 -0.7503 0.0076
O 0.6857 2.1525 -0.1834
P 0.2395 0.4012 -0.0132
S -2.1977 -0.2764 -0.1184
H -1.2101 0.1428 1.8920
H -1.1626 0.3402 -1.9941
H 2.4015 -0.3882 -0.2301
H 1.5575 -1.1918 0.8237
```

Results of the Löwdin charge analysis, in e, for atoms 1 through 8: atom 1 (N): -0.4150, atom 2 (N): -0.4026, atom 3 (N): -0.0776, atom 4 (O): -0.5232, atom 5 (P): 0.5789, atom 6 (S): 0.7626, atom 7 (H): 0.0014, atom 8 (H): -0.0315


# H4N3P

2 unconnected molecules or ions with the total composition H4N3P at a distorted geometry (ωB97M-V with the def2-TZVPD basis set, OMol25).

Results
LUMO energy   1.017 eV
Kohn-Sham gap   11.1 eV
Electronic energy   -507.9053 Eh
F_max   3.84 eV/Å
Energy relative to the best compared isomer or geometry (same formula, charge and spin)   138.10 kJ/mol

XYZ file:
```
8
H4N3P, DFT ωB97M-V with the def2-TZVPD basis set
N -1.9252 -0.3211 -0.3789
N -1.9592 -0.3147 -1.5062
N -1.6425 -0.3538 0.7863
P 2.4874 0.1144 0.0073
H 1.2903 0.1418 0.8144
H -2.1989 -0.4499 1.5459
H 2.1994 1.5347 -0.1455
H 1.7488 -0.3514 -1.1232
```

In the Löwdin picture, each atom carries the following charge in e: atom 1 (N): -0.3124, atom 2 (N): 0.1805, atom 3 (N): 0.1112, atom 4 (P): 0.5664, atom 5 (H): -0.2066, atom 6 (H): 0.0319, atom 7 (H): -0.1731, atom 8 (H): -0.1979


# H4N3P

H4N3P in the gas phase at a distorted geometry (ωB97M-V with the def2-TZVPD basis set, OMol25).

Results
LUMO energy (spin up / spin down)   0.490 / 0.490 eV
Kohn-Sham gap (spin up / spin down)   9.4 / 9.4 eV
Electronic energy   -507.8737 Eh
F_max   4.55 eV/Å
Energy relative to the best compared isomer or geometry (same formula, charge and spin)   220.92 kJ/mol

XYZ file:
```
8
H4N3P, DFT ωB97M-V with the def2-TZVPD basis set
N 1.0270 -1.0646 -0.1770
N 0.7469 1.0823 -0.3273
N 0.2860 -0.0980 -0.2559
P -1.4797 -0.1558 -0.2309
H 0.4545 -1.9032 -0.0297
H 1.6801 1.1872 -0.0199
H -1.2514 1.1665 -0.2626
H -1.4633 -0.2144 1.3032
```

In the Löwdin picture, each atom carries the following charge in e: atom 1 (N): 0.0313, atom 2 (N): -0.0193, atom 3 (N): -0.7413, atom 4 (P): 0.8565, atom 5 (H): 0.0271, atom 6 (H): 0.0319, atom 7 (H): -0.1415, atom 8 (H): -0.0447


# H4N4O2

3 unconnected molecules or ions with the total composition H4N4O2 at a distorted geometry (ωB97M-V with the def2-TZVPD basis set, OMol25).

Results
LUMO energy (spin up / spin down)   3.109 / 3.102 eV
Kohn-Sham gap (spin up / spin down)   3.0 / 3.0 eV
Net charge   -2
Electronic energy   -371.5912 Eh
F_max   3.55 eV/Å
Energy relative to the best compared isomer or geometry (same formula, charge and spin)   185.60 kJ/mol

XYZ file:
```
10
H4N4O2, DFT ωB97M-V with the def2-TZVPD basis set
N -13.2239 1.6523 0.0397
N 11.1111 -2.1155 -0.6027
N 10.0717 1.3809 0.5007
N 10.4022 0.6292 -0.4042
O 9.8477 1.2115 1.7503
O 10.6451 0.9325 -1.6020
H -13.9296 2.3129 0.3351
H -13.3355 0.9400 0.7359
H 11.9991 -1.9841 -0.2106
H 10.5384 -2.3421 0.2878
```

Results of the Löwdin charge analysis, in e, for atoms 1 through 8: atom 1 (N): -0.3232, atom 2 (N): -0.1147, atom 3 (N): -0.1336, atom 4 (N): -0.1172, atom 5 (O): -0.1828, atom 6 (O): -0.1460, atom 7 (H): -0.3347, atom 8 (H): -0.3422


# H4N4O2

2 unconnected molecules or ions with the total composition H4N4O2 at a distorted geometry (ωB97M-V with the def2-TZVPD basis set, OMol25).

Results
LUMO energy (spin up / spin down)   -1.813 / -0.412 eV
Kohn-Sham gap (spin up / spin down)   8.9 / 9.1 eV
Electronic energy   -371.6430 Eh
F_max   3.59 eV/Å
Energy relative to the best compared isomer or geometry (same formula, charge and spin)   245.73 kJ/mol

XYZ file:
```
10
H4N4O2, DFT ωB97M-V with the def2-TZVPD basis set
N -0.3125 1.5318 -0.0019
N -1.5601 -1.6053 0.0421
N 0.0772 0.5025 0.6732
N 1.1671 -0.1018 0.1296
O 1.7150 0.5709 -0.8034
O 1.5152 -1.1863 0.5299
H 0.4356 1.8961 -0.6227
H -1.1394 2.0634 0.2868
H -0.9048 -2.1014 0.6820
H -0.9934 -1.5699 -0.9156
```

Results of the Löwdin charge analysis, in e, for atoms 1 through 8: atom 1 (N): 0.1007, atom 2 (N): 0.0334, atom 3 (N): 0.0315, atom 4 (N): -0.4473, atom 5 (O): -0.0283, atom 6 (O): 0.0690, atom 7 (H): 0.1209, atom 8 (H): 0.1411


# H4N4O2

H4N4O2 in the gas phase at a distorted geometry (ωB97M-V with the def2-TZVPD basis set, OMol25).

Results
LUMO energy   0.299 eV
Kohn-Sham gap   10.3 eV
SMILES   NN(N)[N+](=O)[O-]
Electronic energy   -371.6703 Eh
F_max   4.11 eV/Å
Energy relative to the best compared isomer or geometry (same formula, charge and spin)   174.07 kJ/mol

XYZ file:
```
10
H4N4O2, DFT ωB97M-V with the def2-TZVPD basis set
N -0.3145 -1.3607 0.2096
N -0.3053 -0.1411 0.7126
N 0.2946 1.0898 -0.3527
N -1.5428 0.2815 1.3160
O -2.3891 -0.5885 1.3653
O -1.5285 1.3661 1.7403
H -0.8698 -1.6117 -0.5243
H 0.2338 -2.1386 0.5485
H 1.2964 1.4185 -0.1533
H -0.3409 1.7045 0.0170
```

Results of the Löwdin charge analysis, in e, for atoms 1 through 8: atom 1 (N): 0.0331, atom 2 (N): -0.1115, atom 3 (N): 0.1240, atom 4 (N): -0.4412, atom 5 (O): 0.0735, atom 6 (O): 0.0992, atom 7 (H): 0.0614, atom 8 (H): 0.1100